{
  "formula": "C4H7NOS",
  "method": "ωB97M-V with the def2-TZVPD basis set",
  "e_above_lowest_ev": 3.009,
  "charge": 0,
  "max_force_ha_per_bohr": 0.137,
  "lumo_ev": 0.52,
  "energy_ev": -18631.541,
  "elements": ["C", "C", "C", "C", "N", "O", "S", "H", "H", "H", "H", "H", "H", "H"],
  "xyz": [[1.110, -2.305, 1.162], [-0.104, -1.374, -1.061], [-0.551, 1.421, 1.028], [0.733, -1.050, 0.629], [1.313, -3.254, 1.749], [1.825, -0.153, 0.509], [-0.549, -0.314, 1.667], [-0.256, -0.400, -1.318], [0.683, -2.008, -1.708], [-0.883, -1.912, -0.642], [-1.276, 1.880, 1.752], [-1.109, 1.690, 0.098], [0.432, 1.642, 1.089], [2.291, 0.035, 1.331]],
  "forces_ev_per_angstrom": [[-0.37, 0.45, 0.12], [6.09, -2.27, 2.67], [-4.77, -1.22, 0.42], [-0.98, 1.59, -3.18], [0.53, -1.78, 0.69], [-0.18, -0.36, -1.32], [-0.67, 0.20, -0.18], [-0.68, 2.34, -1.21], [-2.06, 1.65, 1.42], [-1.71, -1.00, 0.08], [1.36, -0.01, -0.03], [1.04, -0.93, 0.13], [2.72, 1.75, 0.01], [-0.31, -0.43, 0.38]],
  "mulliken_charge": [0.131, -0.935, -0.812, 0.352, -0.397, -0.545, -0.057, 0.327, 0.285, 0.399, 0.321, 0.273, 0.302, 0.355]
}